Computed, not measured: C19H34IrN2O3 as an isolated structure, with wB97M-V/def2-TZVPD.

CARTESIAN COORDINATES (ANGSTROEM)
1 Ir -0.63 -0.07 0.68
2 C -0.40 -0.60 2.73
3 C -1.03 0.69 2.62
4 C -2.34 0.46 1.94
5 C -2.39 -0.92 1.64
6 C -1.20 -1.59 2.09
7 C -0.89 -3.05 1.95
8 C -1.34 -3.56 0.57
9 C -1.68 -3.77 3.06
10 C 0.61 -3.31 2.12
11 C -3.52 1.38 1.61
12 C -3.20 2.38 0.49
13 C -3.98 2.10 2.89
14 C -4.70 0.54 1.12
15 C -0.37 1.89 3.29
16 C 1.15 1.67 3.36
17 C -0.60 3.22 2.58
18 C -0.91 1.94 4.73
19 H 0.57 -0.78 3.15
20 H -3.18 -1.41 1.10
21 H -2.42 -3.46 0.43
22 H -1.09 -4.62 0.48
23 H -0.83 -3.02 -0.23
24 H -2.75 -3.62 2.94
25 H -1.38 -3.41 4.04
26 H -1.47 -4.84 3.01
27 H 1.19 -2.73 1.40
28 H 0.82 -4.36 1.94
29 H 0.94 -3.07 3.13
30 H -2.35 3.03 0.71
31 H -4.07 3.01 0.32
32 H -2.99 1.84 -0.43
33 H -3.27 2.83 3.25
34 H -4.18 1.38 3.69
35 H -4.92 2.62 2.68
36 H -4.48 0.03 0.17
37 H -5.55 1.20 0.93
38 H -5.01 -0.20 1.85
39 H 1.57 1.40 2.39
40 H 1.43 0.92 4.09
41 H 1.62 2.61 3.68
42 H -0.12 3.24 1.60
43 H -0.15 4.01 3.18
44 H -1.65 3.47 2.46
45 H -0.76 0.99 5.24
46 H -1.96 2.19 4.78
47 H -0.35 2.70 5.29
48 C -1.47 1.56 -3.33
49 C -0.78 1.42 -2.01
50 N 0.11 2.33 -1.65
51 O -1.10 0.44 -1.28
52 H -1.95 2.54 -3.39
53 H -2.21 0.78 -3.45
54 H -0.73 1.50 -4.14
55 H 0.35 3.07 -2.29
56 H 0.70 2.15 -0.85
57 O 1.23 -1.22 -1.11
58 N 1.76 -0.18 -0.87
59 O 1.27 0.43 0.19

Relative energy (zero: lowest compared OMol25 entry of this formula, charge and spin) (kJ/mol): 44.95
HOMO-LUMO gap (eV): 8.750
Total charge: +1
Calculated total energy (eV): -32209.7204
Maximum force (Eh/bohr): 0.0126
E_HOMO (eV): -12.71

What are the Mulliken partial charges on each atom? They are as follows, in elementary charge units: 1.52, -0.72, 0.10, -0.46, -0.34, -0.66, 2.03, -1.49, -1.72, -1.69, 2.40, -1.59, -1.73, -2.19, 2.26, -1.77, -1.62, -1.63, 0.45, 0.56, 0.35, 0.47, 0.26, 0.35, 0.37, 0.47, 0.32, 0.45, 0.37, 0.17, 0.53, 0.24, 0.24, 0.38, 0.50, 0.38, 0.46, 0.41, 0.23, 0.42, 0.47, 0.21, 0.54, 0.29, 0.36, 0.24, 0.49, -1.44, 0.84, -0.18, -0.82, 0.41, 0.31, 0.47, 0.23, 0.21, -0.27, 0.12, -0.53


Computed, not measured: C19H34N2O2 in the gas phase, with wB97M-V/def2-TZVPD.

CARTESIAN COORDINATES (ANGSTROEM)
1 O -3.04 2.38 -2.36
2 C -2.53 1.84 -1.40
3 N -1.26 1.38 -1.40
4 H -0.93 0.80 -0.64
5 C -0.46 1.38 -2.61
6 C 0.33 0.07 -2.72
7 H 1.05 0.04 -1.90
8 H 0.89 0.08 -3.66
9 C -0.58 -1.16 -2.63
10 N -0.07 -2.16 -1.71
11 C -0.10 -1.98 -0.37
12 O -0.61 -1.00 0.15
13 C 0.57 -3.08 0.42
14 C 2.08 -2.81 0.50
15 C 2.81 -3.86 1.33
16 H 2.35 -3.90 2.32
17 C 4.32 -3.54 1.48
18 C 5.08 -4.75 0.94
19 C 4.09 -5.90 1.10
20 H 4.06 -6.22 2.14
21 C 2.76 -5.26 0.70
22 H 2.71 -5.18 -0.38
23 H 1.91 -5.84 1.04
24 H 4.34 -6.77 0.49
25 H 5.30 -4.61 -0.12
26 H 6.01 -4.92 1.46
27 H 4.56 -3.38 2.53
28 H 4.58 -2.63 0.95
29 H 2.23 -1.83 0.95
30 H 2.50 -2.78 -0.51
31 H 0.15 -3.09 1.43
32 H 0.38 -4.05 -0.05
33 H 0.44 -2.94 -2.09
34 H -0.71 -1.63 -3.60
35 H -1.56 -0.85 -2.26
36 H -1.14 1.51 -3.45
37 H 0.24 2.23 -2.60
38 C -3.27 1.62 -0.09
39 C -3.74 2.95 0.52
40 C -2.63 3.75 1.19
41 C -3.18 5.00 1.91
42 C -2.59 6.20 1.16
43 H -3.21 6.45 0.30
44 C -1.24 5.68 0.68
45 H -0.54 5.64 1.52
46 H -0.80 6.30 -0.11
47 C -1.58 4.27 0.20
48 H -0.70 3.63 0.15
49 H -2.01 4.33 -0.80
50 H -2.51 7.09 1.79
51 H -2.84 5.02 2.95
52 H -4.27 5.02 1.91
53 H -2.14 3.10 1.93
54 H -4.51 2.73 1.27
55 H -4.20 3.55 -0.27
56 H -4.14 1.01 -0.32
57 H -2.64 1.08 0.62

Relative energy (zero: lowest compared OMol25 entry of this formula, charge and spin) (kJ/mol): 24.72
HOMO-LUMO gap (eV): 9.694
Calculated total energy (eV): -27331.9124
Maximum force (Eh/bohr): 0.0153
Structure (SMILES): O=C(CCC1CCCC1)NCCCNC(=O)CCC1CCCC1
E_HOMO (eV): -9.10

What are the Mulliken partial charges on each atom? They are as follows, in elementary charge units: -0.72, 0.40, 0.12, 0.30, -0.84, -0.62, 0.28, 0.42, -0.73, -0.13, 0.41, -0.68, -0.96, -0.92, 0.74, 0.37, -1.00, -0.65, -0.73, 0.30, -0.99, 0.28, 0.37, 0.39, 0.28, 0.36, 0.34, 0.35, 0.38, 0.29, 0.40, 0.35, 0.29, 0.49, 0.26, 0.43, 0.28, -0.55, -1.23, 0.81, -1.02, -0.65, 0.29, -0.81, 0.32, 0.39, -0.79, 0.25, 0.29, 0.38, 0.34, 0.38, 0.25, 0.37, 0.35, 0.43, 0.27


Computed, not measured: C19H34O5OsS2Si as an isolated structure, with wB97M-V/def2-TZVPD.

CARTESIAN COORDINATES (ANGSTROEM)
1 Os -0.13 -0.08 0.34
2 S 1.74 0.21 1.44
3 C 2.48 1.69 0.84
4 C 3.74 2.10 1.25
5 C 4.28 3.27 0.75
6 C 3.55 4.04 -0.17
7 C 2.30 3.64 -0.57
8 C 1.76 2.46 -0.06
9 S 0.16 1.89 -0.52
10 H 4.30 1.51 1.97
11 H 5.26 3.59 1.06
12 H 3.98 4.96 -0.56
13 H 1.73 4.23 -1.28
14 C -2.92 1.08 0.24
15 O -2.00 0.04 0.45
16 H -2.50 1.88 -0.38
17 H -3.24 1.49 1.20
18 H -3.79 0.66 -0.28
19 C 0.57 -6.41 -1.09
20 C 0.10 -5.85 0.25
21 C -1.38 -6.13 0.47
22 C 0.93 -6.43 1.39
23 O 0.31 -4.43 0.29
24 Si 0.09 -3.30 -0.85
25 O 0.05 -1.90 0.00
26 O 1.29 -3.24 -1.94
27 C 2.65 -2.79 -1.82
28 C 2.70 -1.31 -2.20
29 C 3.18 -3.01 -0.41
30 C 3.44 -3.63 -2.82
31 O -1.26 -3.65 -1.67
32 C -2.18 -2.86 -2.43
33 C -3.27 -2.37 -1.49
34 C -1.45 -1.70 -3.09
35 C -2.75 -3.80 -3.49
36 H 0.45 -7.50 -1.10
37 H 1.62 -6.18 -1.26
38 H -0.01 -6.00 -1.91
39 H -1.57 -7.21 0.47
40 H -1.98 -5.67 -0.32
41 H -1.70 -5.72 1.43
42 H 0.82 -7.51 1.44
43 H 0.62 -6.00 2.34
44 H 1.99 -6.20 1.24
45 H 1.98 -0.74 -1.62
46 H 2.47 -1.18 -3.26
47 H 3.70 -0.90 -2.01
48 H 2.57 -2.47 0.32
49 H 4.20 -2.64 -0.33
50 H 3.17 -4.07 -0.16
51 H 3.03 -3.51 -3.82
52 H 3.39 -4.68 -2.55
53 H 4.49 -3.32 -2.83
54 H -2.85 -1.78 -0.68
55 H -3.81 -3.22 -1.06
56 H -3.99 -1.76 -2.04
57 H -1.07 -0.99 -2.35
58 H -2.13 -1.15 -3.75
59 H -0.61 -2.06 -3.68
60 H -3.22 -4.66 -3.01
61 H -1.96 -4.15 -4.14
62 H -3.50 -3.28 -4.09

Relative energy (zero: lowest compared OMol25 entry of this formula, charge and spin) (kJ/mol): 3.23
HOMO-LUMO gap (eV): 7.216
Calculated total energy (eV): -62513.6192
Maximum force (Eh/bohr): 0.0172
E_HOMO (eV): -8.25

What are the Mulliken partial charges on each atom? They are as follows, in elementary charge units: 1.65, -0.27, 0.39, -0.71, -0.50, -0.51, -0.67, 0.46, -0.51, 0.42, 0.37, 0.37, 0.42, -0.67, -0.45, 0.26, 0.26, 0.26, -1.31, 1.71, -1.57, -1.71, -0.30, -1.15, 0.07, 0.45, 1.71, -1.29, -1.24, -1.76, 0.27, 1.70, -1.38, -1.38, -1.91, 0.55, 0.19, 0.12, 0.47, 0.12, 0.34, 0.40, 0.36, 0.35, -0.05, 0.33, 0.43, 0.12, 0.54, 0.20, 0.34, 0.35, 0.40, 0.09, 0.32, 0.48, 0.05, 0.54, 0.27, 0.34, 0.38, 0.45


Look up the HOMO-LUMO gap of the first one. 8.750 eV


What is the formula in the third record? C19H34O5OsS2Si


The highest relative energy (zero: lowest compared OMol25 entry of this formula, charge and spin) belongs to which entry? C19H34IrN2O3


Repeat the first record exactly.
Computed, not measured: C19H34IrN2O3 as an isolated structure, with wB97M-V/def2-TZVPD.

CARTESIAN COORDINATES (ANGSTROEM)
1 Ir -0.63 -0.07 0.68
2 C -0.40 -0.60 2.73
3 C -1.03 0.69 2.62
4 C -2.34 0.46 1.94
5 C -2.39 -0.92 1.64
6 C -1.20 -1.59 2.09
7 C -0.89 -3.05 1.95
8 C -1.34 -3.56 0.57
9 C -1.68 -3.77 3.06
10 C 0.61 -3.31 2.12
11 C -3.52 1.38 1.61
12 C -3.20 2.38 0.49
13 C -3.98 2.10 2.89
14 C -4.70 0.54 1.12
15 C -0.37 1.89 3.29
16 C 1.15 1.67 3.36
17 C -0.60 3.22 2.58
18 C -0.91 1.94 4.73
19 H 0.57 -0.78 3.15
20 H -3.18 -1.41 1.10
21 H -2.42 -3.46 0.43
22 H -1.09 -4.62 0.48
23 H -0.83 -3.02 -0.23
24 H -2.75 -3.62 2.94
25 H -1.38 -3.41 4.04
26 H -1.47 -4.84 3.01
27 H 1.19 -2.73 1.40
28 H 0.82 -4.36 1.94
29 H 0.94 -3.07 3.13
30 H -2.35 3.03 0.71
31 H -4.07 3.01 0.32
32 H -2.99 1.84 -0.43
33 H -3.27 2.83 3.25
34 H -4.18 1.38 3.69
35 H -4.92 2.62 2.68
36 H -4.48 0.03 0.17
37 H -5.55 1.20 0.93
38 H -5.01 -0.20 1.85
39 H 1.57 1.40 2.39
40 H 1.43 0.92 4.09
41 H 1.62 2.61 3.68
42 H -0.12 3.24 1.60
43 H -0.15 4.01 3.18
44 H -1.65 3.47 2.46
45 H -0.76 0.99 5.24
46 H -1.96 2.19 4.78
47 H -0.35 2.70 5.29
48 C -1.47 1.56 -3.33
49 C -0.78 1.42 -2.01
50 N 0.11 2.33 -1.65
51 O -1.10 0.44 -1.28
52 H -1.95 2.54 -3.39
53 H -2.21 0.78 -3.45
54 H -0.73 1.50 -4.14
55 H 0.35 3.07 -2.29
56 H 0.70 2.15 -0.85
57 O 1.23 -1.22 -1.11
58 N 1.76 -0.18 -0.87
59 O 1.27 0.43 0.19

Relative energy (zero: lowest compared OMol25 entry of this formula, charge and spin) (kJ/mol): 44.95
HOMO-LUMO gap (eV): 8.750
Total charge: +1
Calculated total energy (eV): -32209.7204
Maximum force (Eh/bohr): 0.0126
E_HOMO (eV): -12.71

What are the Mulliken partial charges on each atom? They are as follows, in elementary charge units: 1.52, -0.72, 0.10, -0.46, -0.34, -0.66, 2.03, -1.49, -1.72, -1.69, 2.40, -1.59, -1.73, -2.19, 2.26, -1.77, -1.62, -1.63, 0.45, 0.56, 0.35, 0.47, 0.26, 0.35, 0.37, 0.47, 0.32, 0.45, 0.37, 0.17, 0.53, 0.24, 0.24, 0.38, 0.50, 0.38, 0.46, 0.41, 0.23, 0.42, 0.47, 0.21, 0.54, 0.29, 0.36, 0.24, 0.49, -1.44, 0.84, -0.18, -0.82, 0.41, 0.31, 0.47, 0.23, 0.21, -0.27, 0.12, -0.53